Entry one
A gas-phase ion, C8H17N2 (charge +1). Source: OMol25; level of theory: ωB97M-V/def2-TZVPD.

```
! RIJCOSX wB97M-V def2-TZVPD def2/J DEFGRID3
* xyz 1 1
C -0.3315 1.3848 0.0330
C 0.3495 2.6254 0.1544
C -2.6385 0.1430 -0.9188
C -2.3678 -0.9483 1.3573
C 2.9562 -0.0197 0.5477
C 1.5251 -1.2532 -1.1414
C -1.7244 -0.6340 0.0088
C 1.6909 -0.8574 0.3214
N -0.5229 0.1574 0.2650
N 0.5683 -0.2674 0.9502
H 1.0887 2.7501 -0.6407
H 0.8405 2.7383 1.1266
H -0.3783 3.4393 0.0466
H -2.9708 1.0666 -0.4510
H -2.1367 0.3776 -1.8550
H -3.5148 -0.4567 -1.1484
H -2.6925 -0.0352 1.8505
H -1.6676 -1.4686 2.0063
H -3.2340 -1.5843 1.2018
H 2.9519 0.8523 -0.1002
H 3.0187 0.3021 1.5819
H 3.8321 -0.6155 0.3144
H 0.6991 -1.9469 -1.2824
H 2.4320 -1.7409 -1.4871
H 1.3596 -0.3737 -1.7629
H -1.3961 -1.5681 -0.4590
H 1.8102 -1.7652 0.9408
*
```

- molar mass (Da) = 141.24

***

Entry two
A gas-phase ion, C8H17N2 (charge +1). Source: OMol25; level of theory: ωB97M-V/def2-TZVPD.

```
! RIJCOSX wB97M-V def2-TZVPD def2/J DEFGRID3
* xyz 1 1
C -0.7378 -1.9092 0.0946
C 1.3175 -0.5458 0.2654
C -0.8056 0.6657 -0.0034
C -1.4454 -0.5186 0.0728
C 2.7870 -0.5001 -0.2162
C -1.4977 1.9445 -0.2604
C -2.9564 -0.4528 0.2065
C 1.3661 1.8679 0.2902
N 0.5633 0.7058 0.0939
N 0.7084 -1.7639 -0.3095
H -0.7492 -2.3843 1.1608
H -1.1321 -2.3834 -0.8108
H 1.2565 -0.7681 1.3404
H 3.4113 0.0469 0.4328
H 2.9085 0.1155 -1.1372
H 3.3676 -1.4972 -0.4439
H -2.4328 1.6749 -0.6799
H -1.0319 2.6751 -0.8981
H -1.7176 2.5688 0.5981
H -3.4993 -0.3393 -0.7532
H -3.2735 -0.0172 1.1739
H -3.1605 -1.4991 0.3862
H 0.6088 2.7266 0.4789
H 2.0945 1.6316 1.0006
H 1.9883 2.1271 -0.5843
H 1.3919 -2.5054 -0.1414
H 0.6700 -1.6660 -1.3567
*
```

- molar mass (Da) = 141.24

***

Energy comparison, zero being the most stable, in kcal/mol: entry one 60.1; entry two 0.0.

***

Entry one
A gas-phase ion, C4H7N2O (charge +1). Source: OMol25; level of theory: ωB97M-V/def2-TZVPD.

```
! RIJCOSX wB97M-V def2-TZVPD def2/J DEFGRID3
* xyz 1 1
C 1.4976 1.3734 0.5643
C 0.9304 1.5670 -0.6798
C 0.8382 0.1970 1.1291
C -0.8091 -1.5556 0.1334
N -0.0481 0.5814 -0.8813
N 0.0034 -0.2492 0.1855
O -1.8581 -1.4035 -0.7698
H 2.1752 2.0520 0.9916
H 0.8147 2.3786 -1.3418
H 1.1113 -0.4109 2.0504
H -0.1655 -2.3042 -0.3448
H -1.0378 -1.6394 1.1910
H -0.7262 0.3097 -1.5995
H -2.7261 -0.8963 -0.6284
*
```

- molar mass (Da) = 99.11

***

Entry two
A gas-phase ion, C4H7N2O (charge +1). Source: OMol25; level of theory: ωB97M-V/def2-TZVPD.

```
! RIJCOSX wB97M-V def2-TZVPD def2/J DEFGRID3
* xyz 1 1
C 0.6707 -0.7003 -0.0580
C -1.5689 -0.7173 0.0543
C -1.0424 0.7447 0.0250
C 0.3457 0.6644 -0.1018
N -0.3822 -1.4811 -0.0917
N 1.3472 1.6229 -0.0214
O 1.9282 -1.1729 0.1161
H -2.2727 -0.7237 -0.7786
H -2.2007 -1.1039 0.8821
H -1.7474 1.5596 0.0548
H -0.4179 -2.5245 0.0865
H 2.5511 -0.4772 0.3738
H 0.8026 2.5151 0.2705
H 1.9867 1.7944 -0.8115
*
```

- molar mass (Da) = 99.11

***

Entry three
A gas-phase ion, C4H7N2O (charge +1). Source: OMol25; level of theory: ωB97M-V/def2-TZVPD.

```
! RIJCOSX wB97M-V def2-TZVPD def2/J DEFGRID3
* xyz 1 1
C -1.4349 -1.7502 0.1503
C -2.0964 0.3577 -0.1852
C -0.0672 -1.1054 0.0473
C -0.2511 0.2735 -0.4916
N -2.3852 -0.9311 0.0549
N 0.2576 1.4417 0.2880
O -2.6833 1.3591 -0.2139
H -1.5441 -2.8570 0.1997
H 0.2141 -1.2694 1.1407
H 0.6281 -1.7158 -0.5384
H 0.1926 0.3999 -1.4760
H -0.2601 2.2999 -0.1527
H 1.2326 1.4494 0.3692
H -0.2903 1.2834 1.1739
*
```

- molar mass (Da) = 99.11

***

Entry four
A gas-phase ion, C4H7N2O (charge +1). Source: OMol25; level of theory: ωB97M-V/def2-TZVPD.

```
! RIJCOSX wB97M-V def2-TZVPD def2/J DEFGRID3
* xyz 1 1
C 0.6533 0.2569 -1.3675
C 1.2295 0.2980 -0.0581
C 2.4107 0.1496 0.6198
C -1.1057 0.4539 -0.0291
N -0.6250 0.4228 -1.4230
N -1.8350 -0.7398 0.3731
O 0.0542 0.4697 0.8016
H 1.4094 0.2338 -2.2801
H 2.3089 0.3842 1.6210
H 3.3157 -0.1889 0.1842
H -1.8458 1.3481 0.1109
H -2.9355 -0.6330 0.3721
H -1.4920 -0.9528 1.2389
H -1.5427 -1.5025 -0.1638
*
```

- molar mass (Da) = 99.11

***

Energy comparison, zero being the most stable, in kcal/mol: entry one 21.8; entry two 0.0; entry three 36.6; entry four 43.1.

***

Entry one
2 unconnected molecules or ions with the total composition C6H16N3. Source: OMol25; level of theory: ωB97M-V/def2-TZVPD.

```
! RIJCOSX wB97M-V def2-TZVPD def2/J DEFGRID3
* xyz 1 1
C 1.0356 1.1013 -0.0552
C -0.3936 0.8132 -0.1504
C -1.6041 1.4878 0.4201
C 3.5257 1.0023 0.0334
C 2.2425 -1.2269 -0.0145
C 2.2078 0.3270 -0.4415
N -2.8788 1.2942 0.0996
N -2.5738 -2.3214 0.4851
N -3.2690 0.4330 -0.8329
H 1.1836 2.0162 0.4584
H -1.4093 2.4225 0.9437
H -3.5802 1.9731 0.4104
H -0.6114 0.0193 -0.8246
H 4.2337 0.5989 -0.6423
H 3.8439 0.7169 0.9712
H 3.5788 2.0561 -0.1359
H 1.5030 -1.4323 0.7584
H 3.2342 -1.4538 0.3165
H 2.1191 -1.9390 -0.8057
H 2.2763 0.5012 -1.5668
H -3.2182 -3.0690 0.0494
H -1.7344 -2.7601 0.8529
H -3.0265 -2.2309 1.3130
H -4.1377 -0.1452 -0.5135
H -2.5473 -0.1845 -1.1287
*
```

- molar mass (Da) = 130.22

***

Entry two
A molecular structure, C6H16N3. Source: OMol25; level of theory: ωB97M-V/def2-TZVPD.

```
! RIJCOSX wB97M-V def2-TZVPD def2/J DEFGRID3
* xyz 1 1
C -1.5335 0.9917 -0.1117
C 0.2293 2.8124 -0.2134
C 0.4301 -2.1091 -0.7803
C -0.3456 -1.7305 1.5354
C -0.2828 1.4514 -0.6018
C 0.7895 0.0579 0.3423
N -2.0915 -0.0535 -0.7060
N 2.0374 0.4191 -0.1899
N 0.2982 -1.1924 0.2750
H -2.0496 1.3340 0.8354
H 1.2956 2.9655 0.0623
H 0.1203 3.4942 -1.1198
H -0.3047 3.1394 0.7574
H 1.4461 -1.8849 -1.2613
H 0.4496 -3.0966 -0.1810
H -0.4467 -2.1722 -1.4697
H 0.4245 -1.9393 2.2634
H -0.8743 -0.9612 1.8908
H -0.9546 -2.6105 1.3599
H -0.0462 1.2949 -1.6208
H 0.7474 0.3555 1.3500
H -2.7908 -0.6371 -0.4099
H 2.6560 0.4337 0.5780
H 2.4484 -0.0317 -0.9742
H -1.6525 -0.3307 -1.6103
*
```

- molar mass (Da) = 130.22

***

Energy comparison, zero being the most stable, in kcal/mol: entry one 14.6; entry two 0.0.

***

Entry one
C5H7FN2 in the gas phase. Source: OMol25; level of theory: ωB97M-V/def2-TZVPD.

```
! RIJCOSX wB97M-V def2-TZVPD def2/J DEFGRID3
* xyz 0 1
C -0.0593 1.3430 -0.0695
C 1.2729 1.3450 -0.0707
C 1.5647 -0.9510 -0.0513
C 0.2188 -1.2930 -0.6433
C -0.9057 0.1163 -0.1902
N 2.0147 0.2156 0.1442
N -1.7166 -0.1950 1.0080
F -1.7091 0.1677 -1.2841
H -0.6377 2.2606 0.0116
H 1.7824 2.3393 0.1300
H 2.2839 -1.8335 0.0825
H 0.3038 -1.3917 -1.7264
H -0.5095 -2.1428 -0.2049
H -2.6767 0.0405 0.9778
H -1.2268 -0.0209 1.8863
*
```

- molar mass (Da) = 114.12

***

Entry two
2 unconnected molecules or ions with the total composition C5H7FN2. Source: OMol25; level of theory: ωB97M-V/def2-TZVPD.

```
! RIJCOSX wB97M-V def2-TZVPD def2/J DEFGRID3
* xyz 0 1
C 1.0749 -1.2600 0.3890
C 2.4082 -1.1938 0.6414
C 0.6017 0.0639 0.6032
C -2.1185 0.6790 -1.3712
C -2.0684 0.6340 0.1309
N 1.5321 0.9445 0.7827
N 2.6715 0.1648 0.8130
F -2.5297 -0.4921 0.7802
H 0.4758 -2.0513 0.2796
H 3.0601 -2.0042 0.5599
H -2.8173 1.4842 -1.6632
H -1.0367 1.0337 -1.7185
H -2.4996 -0.2587 -1.7710
H -2.2792 1.5674 0.6199
H 3.5250 0.6886 0.9240
*
```

- molar mass (Da) = 114.12

***

Energy comparison, zero being the most stable, in kcal/mol: entry one 0.0; entry two 68.0.